The following is a quantum chemistry calculation of 5 unconnected molecules or ions with the total composition C35H87BClN6O5P2 in a non-equilibrium geometry, from the Open Molecules 2025 dataset.

E_tot, hartree: -3258.07426
Net charge: +1

```
137
Properties=species:S:1:pos:R:3:forces:R:3:mulliken_charge:R:1
Cl -4.098 2.394 3.965 0.019 0.049 0.035 -0.23
P -3.748 0.955 5.388 0.094 -0.129 0.197 0.13
P -3.645 -1.798 2.602 -1.060 -0.503 0.291 0.64
O -4.717 -0.250 4.868 -0.065 0.053 0.045 -0.45
O -0.717 0.314 1.303 -0.256 0.122 -0.043 0.01
O -4.577 -2.695 3.283 0.003 -0.206 0.086 -0.67
O -1.535 -0.772 7.709 0.010 0.108 -0.076 -0.57
O -1.427 1.515 8.223 0.606 -0.365 0.124 -0.46
N 1.867 -2.786 -2.658 -0.025 0.043 0.012 0.29
N -1.828 0.668 3.362 0.008 -0.465 0.175 -0.02
N 5.919 2.112 1.987 0.009 0.009 0.011 0.12
N -1.412 -7.579 0.724 0.056 0.047 -0.009 0.15
N -2.059 -1.930 3.491 0.431 0.355 -0.182 0.18
N -2.363 6.309 -4.984 -0.002 -0.037 -0.003 0.25
C -0.829 -1.496 2.751 0.010 -0.094 -0.473 -1.60
C -3.329 8.682 -4.992 -0.058 0.003 0.005 -1.00
C -1.068 0.891 5.746 -0.023 -0.009 -0.027 -1.29
C -0.591 7.005 -3.400 0.115 -0.057 0.002 -1.31
C -3.342 7.247 -4.454 -0.048 0.047 0.092 -0.75
C -2.670 5.735 -6.285 -0.007 -0.106 -0.055 -0.68
C -1.441 0.405 -1.859 0.081 0.166 -0.020 -1.14
C -3.037 -9.463 1.327 0.027 -0.049 0.013 -1.00
C 2.180 -1.649 -1.814 0.038 0.114 0.006 0.02
C 1.563 -4.767 -1.069 -0.043 0.046 0.104 -0.20
C 0.975 -3.776 -2.082 -0.083 -0.114 -0.019 -0.71
C -2.396 -6.515 0.722 -0.070 -0.031 0.013 -0.33
C 3.120 -1.873 -0.623 -0.052 0.142 0.060 -0.64
C -2.073 0.247 4.753 0.027 0.458 -0.102 1.10
C 7.047 4.359 2.480 0.046 -0.002 0.004 -0.99
C 6.894 2.861 2.763 0.064 -0.007 0.108 -0.67
C 0.362 3.481 -0.264 -0.698 -0.414 0.207 -1.68
C 3.536 1.553 1.649 -0.144 -0.045 0.073 -0.97
C 6.269 1.851 0.598 -0.017 -0.072 -0.086 -0.58
C -2.715 -5.990 2.114 0.001 0.139 0.012 -1.42
C -1.717 -8.723 1.571 -0.033 -0.042 0.112 -0.67
C 4.551 2.533 2.217 -0.019 0.036 -0.081 -0.68
C 3.022 -3.319 -3.364 -0.006 -0.051 -0.033 -0.34
C -0.872 1.711 0.969 0.150 -0.296 0.075 -0.93
C -2.540 6.631 -7.521 -0.039 -0.018 -0.022 -1.01
C -2.076 -1.285 4.850 0.012 0.014 0.178 -1.59
C -0.907 -7.881 -0.606 0.032 -0.056 -0.116 0.07
C -0.187 2.033 -0.353 0.292 0.657 -0.079 0.84
C -0.717 0.027 2.665 0.303 0.095 0.388 0.56
C 2.645 -4.294 -4.468 0.007 0.012 -0.014 -1.45
C -1.090 1.891 -1.588 -0.176 -0.515 -0.064 0.63
C -2.336 2.802 -1.540 0.145 0.202 -0.092 -1.41
C 6.071 2.981 -0.418 0.042 -0.022 -0.031 -0.95
C -0.973 6.707 -4.841 -0.030 0.052 0.025 -0.44
C -1.885 -8.439 -1.646 0.026 -0.044 0.001 -1.15
B -1.315 0.529 7.291 -0.073 0.103 0.059 0.68
H -2.319 9.094 -5.027 0.004 -0.005 0.013 0.26
H -0.902 -1.879 1.733 0.044 0.012 -0.016 0.65
H -3.685 5.330 -6.241 -0.013 0.035 0.024 0.36
H -4.331 6.808 -4.605 0.015 -0.012 -0.056 0.42
H -1.800 -5.704 2.642 0.033 -0.062 -0.016 0.29
H -0.363 5.874 -5.202 -0.018 0.002 -0.035 0.46
H -0.883 -9.423 1.486 0.000 0.008 -0.058 0.37
H 6.122 2.576 -1.430 0.007 -0.002 0.001 0.38
H 3.745 -3.807 -2.691 0.004 0.006 -0.002 0.27
H 7.642 4.820 3.269 0.001 -0.004 0.002 0.41
H -0.427 2.328 1.759 0.113 -0.118 0.044 0.64
H 6.837 3.751 -0.339 -0.038 0.032 0.037 0.29
H 3.552 1.528 0.558 0.001 0.000 -0.001 0.23
H 0.485 7.169 -3.332 -0.002 0.011 0.002 0.45
H 3.544 -2.469 -3.809 -0.001 0.020 0.036 0.48
H -3.211 7.289 -3.369 0.048 -0.010 -0.005 0.34
H -3.878 -8.775 1.223 0.003 0.007 0.010 0.27
H -1.080 7.900 -3.016 -0.025 -0.012 -0.001 0.32
H -1.054 -0.244 -1.073 -0.074 -0.049 0.015 -0.04
H -0.490 2.224 -2.436 0.079 0.018 0.055 0.70
H -1.942 1.924 0.941 0.010 0.131 -0.008 0.05
H -3.758 8.755 -5.990 0.056 -0.005 -0.023 0.26
H 3.435 -0.906 -0.224 0.018 -0.008 0.008 -0.01
H -1.173 -1.636 5.346 0.024 -0.033 -0.035 0.35
H -3.253 -10.114 2.176 0.005 -0.004 -0.001 0.37
H 7.558 4.549 1.537 -0.038 0.001 -0.019 0.23
H -3.241 2.253 -1.794 -0.022 0.013 0.029 0.33
H -2.248 3.619 -2.258 -0.040 0.003 -0.011 0.19
H -5.457 -0.405 5.469 -0.056 -0.037 -0.110 0.33
H -0.809 2.239 8.077 -0.473 0.351 -0.101 0.33
H -3.343 -6.805 0.242 -0.004 0.026 -0.006 0.23
H -0.849 6.161 -2.756 -0.047 0.029 0.019 0.18
H -1.590 7.165 -7.538 0.002 -0.002 0.007 0.28
H -0.490 -6.951 -0.999 -0.058 -0.004 -0.031 -0.56
H -0.064 -8.568 -0.505 -0.015 -0.006 0.070 0.48
H -3.239 -6.729 2.719 0.010 0.018 0.032 0.30
H 1.351 3.508 0.191 0.045 0.068 -0.089 0.27
H 1.920 -3.844 -5.147 -0.014 -0.002 0.013 0.34
H -0.320 4.050 0.374 0.126 0.289 -0.113 0.38
H -1.977 -2.940 3.649 -0.175 -0.021 -0.030 0.42
H 1.238 -1.223 -1.454 -0.019 -0.052 0.004 -0.46
H -2.492 3.276 -0.570 -0.015 -0.076 0.042 0.33
H 5.097 3.462 -0.308 -0.007 -0.011 0.002 0.20
H 2.526 1.841 1.952 0.008 0.033 -0.013 0.16
H -0.045 0.689 5.409 0.006 -0.118 0.090 0.24
H -3.324 -2.226 1.307 0.508 0.326 -0.020 0.11
H -1.701 -8.386 2.611 -0.010 0.045 -0.014 0.38
H -2.141 -9.479 -1.453 -0.035 0.015 0.024 0.27
H -1.985 -5.699 0.117 0.007 -0.024 -0.028 0.41
H 2.509 -5.191 -1.407 -0.001 0.024 -0.039 0.28
H -2.809 -7.861 -1.691 0.000 0.002 0.003 0.24
H 7.864 2.372 2.642 -0.010 -0.009 -0.042 0.36
H -0.996 0.070 -2.796 -0.018 -0.051 0.003 0.28
H -1.426 -8.399 -2.635 0.006 0.003 0.003 0.47
H -2.934 -1.666 5.396 0.014 -0.099 -0.022 0.52
H 0.241 0.346 3.110 0.070 -0.020 -0.134 0.09
H 0.137 -3.240 -1.623 0.041 0.052 0.013 0.23
H -0.707 7.574 -5.465 0.000 -0.002 0.000 0.25
H 3.533 -4.561 -5.042 0.000 -0.002 0.001 0.45
H 2.622 -0.882 -2.459 0.030 -0.036 -0.021 0.40
H -1.629 1.660 3.415 -0.251 0.059 -0.313 0.58
H 0.531 -4.346 -2.902 0.044 -0.005 -0.022 0.35
H -3.371 -5.118 2.039 -0.037 -0.024 0.021 0.44
H -2.012 4.871 -6.417 0.040 0.027 0.024 0.37
H 1.729 -4.310 -0.094 0.080 0.005 -0.016 0.18
H 4.334 3.536 1.816 -0.009 0.000 0.010 0.24
H -2.588 6.018 -8.423 0.000 -0.004 0.002 0.40
H 2.222 -5.219 -4.075 0.003 -0.003 0.002 0.28
H 2.632 -2.414 0.188 0.028 -0.044 -0.012 0.15
H 6.083 4.870 2.456 -0.003 -0.006 0.001 0.27
H 7.310 1.521 0.580 0.015 0.046 0.034 0.40
H -0.755 -1.331 7.664 -0.144 -0.152 0.014 0.32
H 0.875 -5.597 -0.918 0.012 0.013 0.003 -0.19
H 0.668 1.358 -0.449 -0.094 -0.115 -0.067 -0.28
H -3.003 -10.091 0.439 -0.024 0.046 -0.031 0.27
H 0.353 3.943 -1.248 0.293 0.099 0.034 0.42
H 5.692 0.985 0.262 -0.028 0.004 0.032 0.22
H 0.049 -1.950 3.207 -0.143 -0.034 0.255 0.21
H -3.920 9.324 -4.337 -0.005 -0.004 0.000 0.37
H -3.926 -0.437 2.638 0.328 0.102 -0.280 0.07
H -2.517 0.252 -1.943 -0.002 -0.055 0.049 0.39
H 3.727 0.544 2.020 0.043 -0.009 -0.043 0.44
H 4.020 -2.418 -0.906 -0.008 -0.009 -0.012 0.37
H 4.410 2.601 3.300 0.037 0.015 0.004 0.47
H -1.209 1.976 5.660 0.116 0.017 -0.087 0.39
H 6.630 2.734 3.818 -0.051 0.000 -0.013 0.41
H -3.345 7.362 -7.585 0.024 0.028 0.022 0.22
```
Positions in Å, forces in eV/Å.